(1)
Computed, not measured: CdCl7O28 as an isolated structure at a distorted geometry, with ωB97M-V with the def2-TZVPD basis set.

Last column: natural (NBO) charge in e.
Atoms and positions in Å:
Cd 6.9276 -10.0208 20.8842  1.83
Cl 6.6211 -11.1794 24.3564  2.38
O 5.1196 -10.7576 24.3042  -0.79
O 7.3355 -10.1537 25.2634  -0.80
O 6.7932 -12.5590 24.8447  -0.86
O 7.2637 -11.0843 23.0069  -0.90
Cl 5.6732 -7.7769 23.1798  2.33
O 6.8293 -8.0414 24.1780  -0.75
O 4.3648 -7.5282 23.9982  -0.86
O 5.8101 -6.4973 22.3404  -0.81
O 5.5205 -8.9275 22.2100  -0.88
Cl 4.0512 -10.4205 17.8351  2.41
O 4.1395 -9.5727 16.6021  -0.88
O 4.6101 -11.7823 17.4760  -0.84
O 4.8279 -9.6449 18.9188  -0.81
O 2.6328 -10.5290 18.2289  -0.86
Cl 9.8319 -8.5144 23.0019  2.48
O 8.7234 -8.6646 22.0745  -0.87
O 9.3719 -8.5845 24.4058  -0.80
O 10.6616 -9.7014 22.7664  -0.91
O 10.6602 -7.2966 22.6816  -0.88
Cl 8.0458 -10.6547 17.4205  2.49
O 9.1826 -9.6732 17.2967  -0.84
O 6.8203 -10.2871 16.6987  -0.77
O 8.4284 -11.9659 17.0417  -0.87
O 7.7075 -10.5768 18.8928  -0.98
Cl 4.2882 -12.5616 21.0989  2.43
O 3.2848 -11.6588 20.4472  -0.84
O 4.2054 -13.8422 20.2869  -0.85
O 5.5539 -11.8170 20.8436  -0.92
O 3.9779 -12.6097 22.5340  -0.80
Cl 6.7116 -7.2091 18.6182  2.48
O 8.0535 -7.2613 18.0933  -0.88
O 5.9424 -7.8000 17.5682  -0.78
O 6.6470 -8.0402 19.9474  -0.92
O 6.3970 -5.7573 18.8386  -0.87

Forces on atoms 1 to 6 (eV/Å):
Cd -0.4 0.3 0.0
Cl -1.2 4.0 1.0
O 4.3 -1.8 0.3
O -1.6 -4.0 -1.5
O -0.3 1.0 -0.3
O -0.7 -0.6 1.6

- ΔE to the lowest compared entry with this formula, charge and spin: 0.0 kcal per mole
- HOMO-LUMO gap: 0.247 hartree
- Maximum force: 5.91 eV/A
- Highest occupied orbital energy: 3.838 eV
- Total charge: -5
- LUMO energy: 10.566 eV
- DFT total energy: -5493.4582 hartree

***

(2)
Computed, not measured: a 2-piece molecular cluster, C6H12O overall, with ωB97M-V with the def2-TZVPD basis set.

Last column: natural (NBO) charge in e.
Atoms and positions in Å:
C -0.2626 -0.9947 1.4031  -0.39
C 0.3701 -1.1741 0.0073  -0.42
C -0.4015 -0.1929 -0.9107  -0.26
C -0.4210 1.3363 -0.9534  -0.41
C -1.3485 0.6044 -0.0464  -0.24
C -0.8112 0.4356 1.3754  -0.40
H 0.4426 -1.1722 2.2237  0.21
H -1.0945 -1.6987 1.5199  0.20
H 0.1888 -2.1804 -0.3861  0.22
H 1.4626 -1.0960 0.0644  0.20
H -0.7445 -0.6235 -1.8487  0.22
H 0.3379 1.9825 -0.5158  0.22
H -0.8388 1.7349 -1.8782  0.22
H -2.4200 0.5759 -0.2184  0.22
H 0.0173 1.1403 1.5334  0.20
H -1.5558 0.6425 2.1470  0.22
O 2.5519 0.5106 -1.4820  -0.94
H 1.8780 0.3284 -0.8196  0.47
H 2.1298 0.1707 -2.2791  0.46

Forces on atoms 1 to 6 (eV/Å):
C 0.0 0.0 0.1
C 0.0 0.0 0.0
C -0.1 -0.3 -0.1
C 0.1 0.0 0.0
C -0.2 0.0 0.1
C 0.0 0.0 0.1

- ΔE to the lowest compared entry with this formula, charge and spin: 32.4 kcal per mole
- HOMO-LUMO gap: 0.408 hartree
- Maximum force: 0.31 eV/A
- Highest occupied orbital energy: -10.107 eV
- LUMO energy: 1.006 eV
- DFT total energy: -311.0076 hartree

***

(3)
Computed, not measured: a single C24H37NO5 molecule at a distorted geometry, with ωB97M-V with the def2-TZVPD basis set.

Last column: natural (NBO) charge in e.
Atoms and positions in Å:
C -1.5489 4.6390 -3.5790  -0.66
C -2.7339 4.6363 -2.4103  -0.07
O -2.1885 3.8310 -1.2839  -0.57
C -2.3874 2.3895 -1.5274  -0.09
C -0.9458 1.5701 -1.6946  -0.10
O -1.2925 0.2293 -2.1892  -0.56
C -0.1175 -0.5243 -2.6499  -0.08
C 1.0151 -0.8279 -1.5066  -0.06
C 0.5762 -1.2160 0.0233  -0.44
C -0.8967 -1.9191 0.1708  -0.42
C -1.0763 -2.9016 1.4698  -0.42
C -2.2027 -2.3667 2.5697  -0.23
N -3.6339 -2.5565 2.1236  -0.69
C -4.1958 -1.3607 1.3915  0.67
C -3.9434 0.2201 1.7381  -0.75
O -5.0405 -1.6276 0.3605  -0.55
C 1.9199 -2.1711 -1.9281  0.11
C 1.1998 -3.6426 -1.8806  -0.66
O 2.5537 -1.7150 -3.1962  -0.56
C 3.2440 -0.4444 -2.8199  0.81
O 4.4411 0.0313 -3.1753  -0.56
C 2.1947 0.2772 -1.7807  -0.34
C 2.8605 1.1058 -0.5311  -0.41
C 3.7307 0.1501 0.5030  -0.46
C 3.0959 0.1326 2.0484  0.00
C 2.8784 -1.2730 2.8638  -0.26
C 2.2029 -1.2286 4.3620  -0.23
C 1.7865 0.2055 5.0677  -0.25
C 2.0160 1.6244 4.2696  -0.22
C 2.6762 1.5554 2.7473  -0.25
H -1.5325 3.5470 -4.0402  0.21
H -1.7347 5.4681 -4.3896  0.22
H -0.5338 4.8539 -3.0023  0.22
H -2.9256 5.7430 -2.0456  0.20
H -3.7618 4.1943 -2.8060  0.18
H -2.9933 1.9674 -0.5971  0.19
H -3.0064 2.1569 -2.4991  0.19
H -0.2236 2.1838 -2.3818  0.19
H -0.5240 1.4646 -0.5887  0.18
H -0.5016 -1.5777 -3.0444  0.21
H 0.3002 0.0473 -3.6050  0.20
H 1.4028 -1.8875 0.5622  0.23
H 0.5625 -0.2021 0.6499  0.23
H -1.1293 -2.5230 -0.8188  0.22
H -1.6862 -1.0287 0.2213  0.22
H -1.4012 -3.9864 1.0944  0.22
H -0.0484 -3.0786 2.0444  0.21
H -2.0569 -3.0766 3.5196  0.21
H -1.9293 -1.2899 2.9352  0.20
H -4.2684 -2.8653 2.8930  0.41
H -2.9223 0.5885 1.2447  0.24
H -3.8831 0.4243 2.8978  0.23
H -4.7708 0.9533 1.3042  0.26
H 2.8546 -2.3418 -1.2056  0.18
H 0.1583 -3.6779 -2.4296  0.23
H 1.9876 -4.4120 -2.3400  0.24
H 1.1059 -3.9586 -0.7335  0.24
H 1.7786 1.1680 -2.4576  0.25
H 3.6252 1.8839 -1.0105  0.24
H 2.0274 1.7414 -0.0105  0.23
H 4.7870 0.6655 0.6111  0.24
H 3.9121 -0.9279 0.0807  0.23
H 3.2083 -2.2810 2.3621  0.24
H 1.9966 -2.2120 4.9677  0.23
H 1.3274 0.2333 6.1559  0.24
H 1.7579 2.6658 4.7411  0.24
H 2.8532 2.5543 2.1640  0.23

Forces on atoms 1 to 6 (eV/Å):
C -0.5 -0.2 0.9
C 0.8 0.5 -0.8
O -1.4 -0.9 -1.9
C 0.1 -1.0 0.0
C -1.1 0.6 1.4
O 1.9 0.8 0.1

- ΔE to the lowest compared entry with this formula, charge and spin: 360.2 kcal per mole
- HOMO-LUMO gap: 0.319 hartree
- Maximum force: 8.99 eV/A
- Highest occupied orbital energy: -8.675 eV
- LUMO energy: -0.001 eV
- DFT total energy: -1366.9934 hartree

***

(4)
Computed, not measured: a 2-piece molecular cluster, C3H9N3O2S2 overall at a distorted geometry, with ωB97M-V with the def2-TZVPD basis set.

Last column: Mulliken spin population.
Atoms and positions in Å:
C -2.2131 0.2311 0.1338  0.02
C 3.1498 -0.9777 0.4009  -0.01
C -0.5435 -0.4455 -1.4745  1.53
N -1.6438 1.1220 1.0905  0.01
N -3.5261 0.6104 -0.2913  0.02
N -1.1841 0.5360 -0.9244  0.22
O -2.1336 -1.1516 0.3465  0.02
O 0.3233 -1.8896 0.2042  0.07
S 2.6711 0.5328 -0.4301  0.02
S -0.8563 -1.8930 -0.6033  0.11
H 2.1637 -1.5200 0.4561  0.00
H 3.6791 -1.6925 -0.1449  0.00
H 3.7587 -0.6196 1.2019  0.00
H -0.6440 0.8299 1.2763  0.00
H -2.2840 1.2868 1.7935  0.01
H -4.2120 0.0270 0.1690  0.00
H -3.5461 0.3725 -1.2917  0.00
H -1.0219 1.5523 -1.1605  -0.02
H 3.6990 0.7939 -1.2492  0.00

Forces on atoms 1 to 6 (eV/Å):
C 2.3 1.7 -1.3
C -1.6 0.1 -0.3
C -0.6 -2.2 -1.4
N 1.4 -1.3 -0.7
N 0.1 0.0 -0.7
N -1.4 4.2 -1.0

- ΔE to the lowest compared entry with this formula, charge and spin: 0.0 kcal per mole
- HOMO-LUMO gap (alpha / beta): 0.269 / 0.253 hartree
- Maximum force: 4.55 eV/A
- Highest occupied orbital energy (alpha / beta): -6.638 / -8.795 eV
- Multiplicity: 3
- LUMO energy (alpha / beta): 0.674 / -1.897 eV
- DFT total energy: -1230.6049 hartree